A cluster of 11 separate species, C87H193N11O15 in total at a distorted geometry. Source: the Open Molecules 2025 dataset; level of theory: wB97M-V/def2-TZVPD.

Each line ends with the Mulliken charge.
CARTESIAN COORDINATES (ANGSTROEM)
C (3.337, -5.561, -0.828)  -1.018
C (3.536, -6.846, 0.044)  1.699
C (4.193, -7.927, -0.827)  -2.134
C (4.521, -6.474, 1.228)  -1.392
C (3.771, -5.729, 2.374)  0.323
C (2.540, -6.423, 2.823)  -1.394
C (1.550, -6.635, 1.628)  1.620
C (0.345, -7.403, 2.216)  -1.739
C (1.071, -5.213, 1.138)  0.793
N (2.259, -7.432, 0.586)  -0.091
O (1.386, -7.615, -0.503)  -0.361
H (2.607, -5.635, -1.667)  0.079
H (3.139, -4.624, -0.276)  -0.304
H (4.317, -5.455, -1.315)  0.721
H (4.322, -8.821, -0.238)  0.522
H (3.662, -8.111, -1.767)  0.351
H (5.148, -7.558, -1.079)  0.467
H (4.898, -7.422, 1.563)  0.475
H (5.373, -5.913, 0.773)  0.406
H (4.333, -5.630, 3.317)  0.486
H (3.549, -4.687, 2.130)  -0.465
H (2.051, -5.900, 3.654)  0.435
H (2.801, -7.405, 3.257)  0.369
H (0.753, -8.319, 2.689)  0.544
H (-0.439, -7.616, 1.507)  0.226
H (-0.145, -6.900, 3.017)  0.265
H (0.730, -5.109, 0.106)  -0.316
H (1.733, -4.383, 1.357)  -0.663
H (0.207, -5.061, 1.789)  -0.403
H (1.175, -8.560, -0.516)  0.328
C (-2.652, -1.734, 4.516)  -1.613
C (-3.922, -2.420, 3.996)  2.528
C (-5.041, -1.598, 4.629)  -1.824
C (-4.008, -2.278, 2.452)  -1.084
C (-2.895, -3.099, 1.726)  1.345
C (-2.897, -4.539, 2.150)  -0.208
C (-3.002, -4.740, 3.696)  1.854
C (-3.540, -6.215, 3.932)  -1.792
C (-1.560, -4.658, 4.349)  -0.959
N (-3.994, -3.840, 4.365)  -0.010
O (-3.785, -3.945, 5.753)  -0.471
H (-2.716, -0.679, 4.264)  0.194
H (-2.520, -1.782, 5.586)  0.444
H (-1.705, -2.097, 4.089)  0.010
H (-5.173, -0.653, 4.121)  0.114
H (-5.971, -2.194, 4.421)  0.477
H (-4.964, -1.431, 5.698)  0.432
H (-5.038, -2.573, 2.108)  0.244
H (-3.827, -1.253, 2.171)  -0.210
H (-3.050, -3.054, 0.657)  0.103
H (-1.995, -2.556, 1.936)  -0.917
H (-2.021, -5.116, 1.806)  -0.396
H (-3.761, -5.024, 1.612)  -0.141
H (-4.605, -6.283, 3.659)  0.411
H (-3.417, -6.505, 5.004)  0.520
H (-2.958, -6.924, 3.318)  0.208
H (-0.842, -4.207, 3.654)  -0.004
H (-1.250, -5.700, 4.498)  0.292
H (-1.418, -4.051, 5.251)  0.228
H (-4.639, -4.320, 6.024)  0.394
C (-1.446, -5.103, -1.843)  -0.089
C (-2.159, -6.247, -2.535)  2.299
C (-1.443, -6.467, -3.837)  -2.424
C (-2.068, -7.472, -1.649)  -0.987
C (-2.998, -7.308, -0.448)  0.696
C (-4.458, -7.362, -1.007)  -1.711
C (-4.679, -6.157, -1.919)  1.778
C (-5.990, -6.374, -2.680)  -1.960
C (-4.772, -4.869, -1.083)  -0.877
N (-3.568, -6.104, -2.880)  0.315
O (-3.762, -5.117, -3.821)  -0.602
H (-0.345, -5.254, -1.999)  0.372
H (-1.651, -4.107, -2.285)  -0.499
H (-1.568, -4.929, -0.788)  -0.767
H (-1.770, -5.762, -4.595)  0.376
H (-0.406, -6.351, -3.747)  0.486
H (-1.611, -7.477, -4.237)  0.447
H (-2.382, -8.295, -2.312)  0.649
H (-1.022, -7.688, -1.351)  -0.334
H (-2.789, -8.002, 0.407)  0.313
H (-2.735, -6.317, -0.071)  -0.484
H (-5.219, -7.300, -0.220)  0.436
H (-4.567, -8.305, -1.524)  0.489
H (-6.181, -7.392, -3.009)  0.351
H (-6.111, -5.654, -3.513)  0.276
H (-6.751, -6.067, -1.981)  0.458
H (-5.531, -4.948, -0.270)  0.483
H (-5.046, -4.018, -1.685)  0.452
H (-3.802, -4.632, -0.645)  -0.593
H (-3.657, -4.210, -3.495)  0.467
C (4.006, -0.158, -7.506)  -1.867
C (3.648, 0.209, -6.069)  1.908
C (2.846, 1.481, -6.121)  -1.378
C (2.851, -0.799, -5.234)  -0.025
C (3.674, -2.048, -5.021)  -1.174
C (5.021, -1.727, -4.318)  -0.899
C (5.812, -0.497, -4.910)  1.279
C (6.888, -0.111, -3.855)  -1.667
C (6.650, -0.995, -6.113)  -1.776
N (4.807, 0.576, -5.109)  0.911
O (5.587, 1.754, -5.645)  -0.663
H (4.338, -1.154, -7.628)  0.406
H (2.999, -0.196, -8.019)  0.424
H (4.647, 0.568, -7.978)  0.368
H (1.912, 1.263, -6.624)  0.121
H (2.478, 1.819, -5.120)  -0.247
H (3.411, 2.291, -6.630)  0.527
H (2.672, -0.289, -4.276)  -0.675
H (1.969, -1.008, -5.788)  0.368
H (3.044, -2.801, -4.517)  0.412
H (3.976, -2.376, -6.043)  0.673
H (5.762, -2.493, -4.226)  0.593
H (4.730, -1.300, -3.363)  -0.221
H (7.573, 0.673, -4.238)  0.386
H (7.404, -1.014, -3.522)  0.478
H (6.414, 0.318, -2.939)  0.142
H (6.125, -1.739, -6.731)  0.310
H (7.492, -1.529, -5.693)  0.479
H (6.999, -0.213, -6.767)  0.382
H (5.343, 2.394, -4.938)  0.368
C (-4.875, 4.476, -1.455)  -1.521
C (-3.809, 3.721, -2.329)  1.694
C (-3.204, 2.586, -1.479)  0.259
C (-4.527, 3.181, -3.533)  -0.801
C (-4.647, 4.223, -4.686)  -0.827
C (-3.279, 4.770, -4.949)  -1.075
C (-2.658, 5.498, -3.760)  1.560
C (-1.168, 5.816, -4.076)  -1.763
C (-3.302, 6.834, -3.380)  -1.634
N (-2.573, 4.479, -2.689)  1.348
O (-2.194, 5.215, -1.555)  -0.503
H (-4.499, 5.076, -0.586)  -0.247
H (-5.434, 5.145, -2.138)  0.574
H (-5.645, 3.809, -1.095)  0.351
H (-2.597, 2.981, -0.624)  -0.560
H (-3.949, 1.873, -1.115)  0.091
H (-2.513, 2.013, -2.132)  -0.517
H (-3.996, 2.322, -4.026)  -0.239
H (-5.460, 2.671, -3.233)  0.540
H (-5.155, 3.857, -5.581)  0.501
H (-5.204, 5.096, -4.254)  0.312
H (-3.342, 5.461, -5.780)  0.646
H (-2.696, 3.936, -5.299)  -0.163
H (-1.047, 6.632, -4.760)  0.587
H (-0.626, 5.000, -4.490)  0.034
H (-0.611, 6.154, -3.203)  0.383
H (-2.934, 7.419, -2.526)  0.325
H (-4.382, 6.845, -3.105)  0.293
H (-3.267, 7.535, -4.240)  0.426
H (-1.576, 4.665, -1.046)  0.132
C (1.665, 6.235, 6.871)  -1.716
C (1.085, 7.150, 5.778)  2.080
C (-0.350, 7.535, 6.115)  -1.903
C (1.965, 8.430, 5.594)  -1.373
C (3.409, 8.035, 5.083)  -0.678
C (3.218, 7.336, 3.726)  -0.598
C (2.192, 6.145, 3.697)  2.231
C (1.896, 5.895, 2.220)  -1.562
C (2.974, 4.898, 4.232)  -1.650
N (0.972, 6.512, 4.423)  -0.194
O (0.196, 5.335, 4.495)  0.302
H (1.580, 6.769, 7.814)  0.563
H (1.201, 5.270, 6.979)  0.132
H (2.723, 6.077, 6.730)  0.362
H (-1.075, 6.742, 6.225)  0.220
H (-0.414, 8.144, 7.043)  0.383
H (-0.738, 8.152, 5.308)  0.437
H (1.575, 9.022, 4.794)  0.421
H (1.913, 9.147, 6.452)  0.397
H (4.044, 8.949, 4.962)  0.437
H (3.943, 7.377, 5.768)  0.277
H (4.102, 6.892, 3.349)  -0.350
H (2.927, 8.163, 3.102)  0.521
H (2.795, 6.080, 1.634)  0.469
H (1.196, 6.653, 1.833)  0.532
H (1.626, 4.848, 1.979)  -0.405
H (2.636, 3.923, 3.890)  -0.098
H (3.147, 4.790, 5.262)  0.445
H (3.948, 4.909, 3.762)  0.419
H (0.802, 4.608, 4.746)  -0.086
C (-1.072, 0.166, -0.066)  -1.370
C (0.266, 0.801, 0.356)  3.051
C (0.174, 2.254, -0.028)  -0.212
C (0.678, 0.623, 1.820)  -1.065
C (0.994, -0.833, 2.108)  -0.304
C (2.162, -1.242, 1.234)  -0.133
C (1.826, -1.183, -0.265)  2.310
C (3.120, -1.320, -0.984)  -2.056
C (0.853, -2.241, -0.782)  -0.815
N (1.361, 0.181, -0.566)  0.807
O (1.060, 0.298, -1.917)  4.395
H (-1.903, 0.796, 0.271)  0.645
H (-1.140, 0.118, -1.184)  -0.308
H (-1.273, -0.841, 0.248)  -0.463
H (-0.121, 2.496, -1.022)  -0.433
H (-0.625, 2.717, 0.631)  -0.670
H (1.105, 2.769, 0.195)  -0.145
H (1.644, 1.180, 1.967)  -0.558
H (-0.121, 1.086, 2.391)  0.644
H (1.240, -0.914, 3.174)  0.466
H (0.137, -1.525, 1.988)  -0.592
H (2.594, -2.220, 1.473)  -0.362
H (2.946, -0.484, 1.418)  -0.366
H (3.872, -0.568, -0.708)  0.483
H (3.022, -1.300, -2.085)  -0.763
H (3.591, -2.244, -0.730)  0.813
H (1.362, -3.158, -0.987)  0.536
H (0.441, -1.983, -1.769)  -0.032
H (0.018, -2.474, -0.119)  -0.978
H (1.454, 1.151, -2.123)  -1.631
C (-0.609, 2.228, 5.379)  -1.154
O (0.694, 2.534, 5.673)  0.470
C (1.056, 2.033, 6.976)  -0.966
C (2.594, 2.115, 7.210)  -0.990
N (3.333, 1.426, 6.148)  -0.175
C (2.965, 0.073, 5.718)  -0.441
C (4.011, -0.600, 4.790)  -0.864
O (4.044, 0.114, 3.542)  0.168
C (5.205, -0.236, 2.876)  -0.795
H (-0.931, 1.207, 5.327)  0.596
H (-0.913, 2.799, 4.545)  0.040
H (-1.312, 2.495, 6.153)  0.438
H (0.796, 0.973, 7.007)  0.452
H (0.509, 2.624, 7.716)  0.553
H (2.735, 1.617, 8.194)  0.412
H (2.851, 3.139, 7.378)  0.297
H (3.245, 2.016, 5.286)  0.054
H (1.981, 0.131, 5.162)  0.087
H (2.698, -0.591, 6.514)  0.613
H (3.722, -1.652, 4.557)  0.265
H (5.031, -0.489, 5.250)  0.478
H (6.101, -0.154, 3.475)  0.380
H (5.241, 0.344, 1.958)  0.076
H (5.165, -1.299, 2.580)  0.234
C (-2.219, 5.291, 1.666)  -0.880
O (-2.687, 3.973, 1.950)  0.557
C (-3.656, 4.089, 2.986)  -0.955
C (-4.543, 2.905, 2.941)  -0.295
N (-5.396, 2.940, 1.736)  -0.064
C (-6.595, 2.033, 1.603)  -1.379
C (-6.372, 0.556, 1.229)  0.545
O (-6.113, 0.452, -0.143)  -0.459
C (-5.543, -0.753, -0.638)  -0.536
H (-1.653, 5.666, 2.549)  -0.107
H (-3.026, 5.894, 1.339)  0.629
H (-1.562, 5.292, 0.833)  0.050
H (-4.310, 4.976, 2.776)  0.460
H (-3.198, 4.148, 3.972)  0.197
H (-5.181, 2.910, 3.824)  0.667
H (-3.916, 2.011, 3.083)  -0.052
H (-4.829, 2.882, 0.878)  -0.111
H (-7.163, 2.508, 0.809)  0.402
H (-7.279, 2.084, 2.518)  0.404
H (-7.258, -0.034, 1.467)  0.452
H (-5.501, 0.216, 1.819)  -0.394
H (-4.493, -0.867, -0.408)  -0.073
H (-5.668, -0.800, -1.727)  0.350
H (-6.095, -1.621, -0.240)  0.503
C (-1.271, 2.254, -7.848)  -0.889
O (-1.443, 1.855, -6.481)  -0.114
C (-0.980, 0.587, -6.171)  -1.059
C (-0.859, 0.552, -4.635)  2.070
N (-0.474, -0.768, -4.175)  0.406
C (-1.666, -1.698, -4.064)  -0.831
C (-2.662, -1.378, -3.002)  1.084
O (-3.762, -2.273, -3.054)  0.955
C (-4.690, -2.031, -4.069)  -1.326
H (-1.820, 1.652, -8.580)  0.312
H (-0.240, 2.072, -8.074)  0.290
H (-1.554, 3.315, -7.920)  0.236
H (0.020, 0.309, -6.595)  0.153
H (-1.601, -0.211, -6.583)  0.375
H (-1.838, 0.904, -4.216)  -0.966
H (-0.115, 1.285, -4.459)  -0.443
H (-0.260, -0.563, -3.219)  -0.879
H (-1.269, -2.719, -3.880)  -0.240
H (-2.143, -1.691, -5.075)  0.484
H (-2.986, -0.316, -3.052)  0.131
H (-2.112, -1.564, -2.065)  -0.785
H (-5.113, -1.016, -4.134)  0.337
H (-5.565, -2.616, -3.954)  0.251
H (-4.269, -2.377, -5.017)  0.371
C (1.156, 3.820, -3.011)  -1.814
O (2.160, 2.901, -2.777)  0.169
C (3.425, 3.474, -2.611)  -0.906
C (4.350, 2.589, -1.824)  -0.210
N (4.092, 2.319, -0.380)  0.637
C (3.980, 3.442, 0.505)  0.610
C (5.325, 3.921, 0.940)  -1.047
O (5.154, 5.184, 1.514)  -0.255
C (6.296, 5.548, 2.291)  -1.034
H (0.166, 3.308, -2.949)  0.120
H (1.191, 4.320, -3.961)  0.633
H (1.205, 4.736, -2.374)  0.380
H (3.352, 4.491, -2.172)  0.316
H (3.898, 3.557, -3.588)  0.242
H (5.324, 3.035, -2.037)  0.681
H (4.329, 1.636, -2.378)  -0.515
H (3.262, 1.759, -0.263)  -0.517
H (3.373, 3.183, 1.395)  -0.156
H (3.360, 4.279, 0.123)  -0.211
H (5.980, 4.033, 0.134)  0.593
H (5.787, 3.208, 1.608)  0.318
H (6.090, 6.421, 2.852)  0.296
H (7.180, 5.737, 1.725)  0.327
H (6.485, 4.743, 2.978)  0.406

Cartesian forces (eV/Å) of the 6 atoms listed first:
0.3975 -0.1077 -0.5219
-0.7542 0.8354 0.0805
-0.9730 0.4866 0.3510
-1.2888 0.3623 -0.6298
1.4725 0.5458 0.4501
-1.0689 -1.1594 -0.7748

Its energy above the lowest of the compared OMol25 structures with the same formula, charge and spin is 0.0 kJ/mol. The value obtained for the total energy is -140437.98796 eV. The value obtained for the gap between HOMO and LUMO is 8.509 eV. The SMILES is CC1(C)CCCC(C)(C)N1O.CC1(C)CCCC(C)(C)N1O.CC1(C)CCCC(C)(C)N1O.CC1(C)CCCC(C)(C)N1O.CC1(C)CCCC(C)(C)N1O.CC1(C)CCCC(C)(C)N1O.CC1(C)CCCC(C)(C)N1O.COCCNCCOC.COCCNCCOC.COCCNCCOC.COCCNCCOC.